{"formula": "C36H28Cl5N5OS4Ti", "method": "ωB97M-V with the def2-TZVPD basis set", "elements": ["C", "C", "H", "C", "C", "O", "N", "C", "C", "H", "N", "H", "C", "H", "Cl", "C", "H", "C", "H", "H", "C", "S", "S", "H", "H", "C", "C", "C", "N", "Cl", "C", "C", "H", "Cl", "H", "C", "H", "C", "C", "C", "C", "C", "Ti", "C", "H", "H", "H", "H", "C", "C", "H", "C", "H", "H", "H", "H", "H", "C", "H", "N", "C", "C", "C", "C", "H", "C", "H", "Cl", "Cl", "H", "H", "S", "C", "H", "C", "C", "C", "C", "N", "S"], "xyz": [[-4.32154, -0.11052, 4.01471], [2.03627, 3.58647, 2.31253], [-4.09172, 0.44572, 4.91630], [0.56296, 1.24463, -4.72988], [3.34492, -2.39386, -1.58382], [1.35902, 1.01014, 1.66634], [-3.10459, -2.70512, -3.08584], [2.18812, 1.74594, 5.62796], [1.05025, -1.95311, -0.08217], [-3.12769, -0.65308, 0.89645], [1.83800, -0.93732, -0.37984], [-2.07543, -0.17109, -4.57074], [0.64083, 2.61950, -4.93390], [1.12486, -0.74729, 3.58229], [0.38694, 3.28906, -6.49748], [-2.23941, 0.83839, 2.98964], [-1.84248, 0.87541, 4.00451], [2.46703, -3.46321, -1.29439], [-2.69014, -4.28662, -1.77226], [-3.46425, -2.84977, -1.06721], [-3.76555, -0.74213, 1.76837], [-2.60041, 2.54561, 2.43685], [-2.33985, -0.47393, -1.67979], [-2.70486, -2.00040, -6.24344], [-1.01686, -2.27354, 0.34546], [0.76860, 0.71345, -3.45437], [3.34587, 4.20424, 1.93544], [1.75107, 0.48963, 5.23409], [0.96819, 3.98896, 1.74122], [0.21129, 0.21999, -6.08090], [5.32073, -1.46322, -2.57448], [1.12065, 2.87283, -2.60629], [-4.41572, -3.97120, -2.07052], [1.51432, 3.91083, -1.27242], [6.21869, -1.56489, -3.16917], [-4.90409, -1.52977, 1.71224], [2.63715, 3.74517, 4.98965], [5.00630, -0.20965, -2.02308], [0.94393, 3.44800, -3.85935], [-3.19533, -3.11784, -4.40823], [-5.46370, -0.89758, 3.95838], [3.00848, -1.12696, -1.07273], [1.26387, 1.10596, -0.14272], [2.00616, 2.52369, 3.35451], [-3.54503, -4.09837, -4.67499], [1.64129, -0.29946, 5.96669], [0.68361, -4.06289, -0.28352], [2.42192, 1.94050, 6.66570], [2.31626, 2.75676, 4.68526], [-5.75558, -1.61288, 2.80633], [-6.64548, -2.22710, 2.75823], [3.87828, -0.02400, -1.25472], [-5.13608, -2.07406, 0.80457], [2.69832, -4.45023, -1.67708], [-0.45461, -0.68443, 0.83230], [-1.45537, 0.46114, 2.33148], [0.02678, -2.10858, 1.76799], [-3.46174, -0.02914, 2.92431], [3.68882, 4.84709, 2.75109], [-0.21479, 3.55983, 2.29025], [4.51801, -2.54744, -2.34989], [-2.78831, -2.09172, -5.17666], [-0.16732, -1.73336, 0.75921], [1.59211, 1.24573, 2.96462], [5.67106, 0.62868, -2.18461], [1.01320, 1.51010, -2.33743], [4.10773, 3.44145, 1.77644], [1.09474, 5.14514, -4.08624], [0.75474, -1.02200, -3.32071], [3.23587, 4.81168, 1.03919], [4.76401, -3.52251, -2.75000], [3.58019, 1.51378, -0.45525], [-1.02784, 2.83838, 1.63696], [-6.12410, -0.95145, 4.81423], [1.45656, 0.23204, 3.90464], [-3.43913, -3.50962, -1.93207], [1.35703, -3.25514, -0.53494], [-2.63976, -1.42717, -3.02255], [-2.46306, -1.06368, -4.31667], [-0.90324, 2.08142, 0.04590]], "mulliken_charge": [-0.3433, 0.5495, 0.4056, -0.3243, 1.2608, 0.6652, 0.1864, -0.8857, 1.0411, 0.1218, 1.1246, 0.2139, 0.5581, 0.3517, -0.2034, 1.7265, 0.5504, -0.9779, 0.2874, -0.0098, 0.4981, -0.1830, 0.0696, 0.4084, 0.3732, 1.0595, -1.5410, -0.7921, -0.2280, -0.1427, -0.8088, 1.2368, 0.3717, -0.2553, 0.3903, -0.6866, 0.4383, -0.6406, -0.4069, -0.4352, -0.6424, -0.7448, -0.0821, 0.3716, 0.4612, 0.4505, 0.5712, 0.4033, -0.5873, -0.4545, 0.3894, 0.4371, 0.3304, 0.4373, -0.5033, -1.7053, 0.4227, -0.5600, 0.4397, -0.5055, -0.8727, -0.5263, -0.5537, 0.4983, 0.4969, -1.3198, 0.3353, -0.2010, 0.0021, 0.2753, 0.4114, -0.4236, 0.3380, 0.3658, -0.7121, -0.6568, -0.9983, -0.5155, 0.2159, -0.1128], "max_force_ha_per_bohr": 0.0088, "e_lumo_ev": -1.150, "orbital_gap_ev": 6.6, "e_homo_ha": -0.28329}

{"formula": "C5H6O2", "method": "ωB97M-V with the def2-TZVPD basis set", "elements": ["H", "H", "O", "H", "H", "C", "C", "C", "H", "C", "H", "O", "C"], "xyz": [[-2.44160, 0.52719, 0.33950], [-1.10502, -1.08754, 1.36939], [-2.36235, -0.33232, -0.10527], [1.56717, -0.19416, -1.55188], [0.75739, 2.16326, 0.15536], [1.25564, -0.34026, -0.12146], [-1.12294, -0.84492, 0.29871], [2.29999, -0.67429, -0.78742], [3.33672, -1.04755, -0.72150], [-0.12325, 1.52357, 0.37822], [-0.95263, -1.77334, -0.25814], [-1.14523, 2.00120, 0.84115], [0.02761, 0.11040, 0.08255]], "nbo_charge": [0.4908, 0.1663, -0.7126, 0.3448, 0.1211, 0.1575, -0.0569, -0.4858, 0.2778, 0.4163, 0.1877, -0.5738, -0.3332], "max_force_ha_per_bohr": 0.0657, "e_lumo_ev": 0.109, "orbital_gap_ev": 9.5, "e_homo_ha": -0.34458}

{"formula": "C32H44EuF6N4OSeSi", "method": "ωB97M-V with the def2-TZVPD basis set", "elements": ["H", "H", "H", "C", "O", "H", "Eu", "H", "C", "H", "H", "C", "H", "C", "C", "C", "C", "N", "F", "H", "H", "C", "H", "H", "H", "F", "H", "H", "C", "N", "C", "Se", "C", "H", "H", "C", "H", "H", "H", "C", "H", "F", "C", "H", "C", "N", "H", "H", "C", "C", "C", "H", "C", "C", "F", "H", "H", "H", "C", "H", "C", "C", "H", "H", "H", "H", "H", "C", "C", "H", "C", "H", "C", "H", "H", "H", "C", "N", "H", "H", "H", "C", "F", "F", "H", "H", "C", "Si", "C", "C"], "xyz": [[-2.92741, -2.59406, -2.23841], [-4.43389, 2.01831, -1.20520], [-2.73470, 3.37879, 0.25043], [-2.76022, -1.75083, -1.53364], [3.18079, -1.08072, 1.03231], [-5.09327, 1.41265, 0.33168], [1.28007, -0.39705, 0.19882], [-4.03127, 0.20701, -3.04404], [-0.40100, 2.11740, -3.54606], [-0.40098, -0.61457, -3.74335], [0.82921, 0.97577, 3.21574], [1.30556, 2.86021, 1.34445], [0.74935, -3.62433, -1.49218], [-0.42922, -0.00083, 4.67922], [-0.68203, -5.34594, 1.02439], [0.29767, -2.71550, 0.42136], [-2.93752, 1.17621, 0.10593], [2.11189, 1.81997, 1.25517], [5.64891, -0.18802, 1.47826], [-0.97442, 1.59234, -4.31496], [3.78593, -2.49467, -1.07428], [1.33902, 5.29806, 1.06449], [-0.11278, -5.81611, -0.99870], [0.24137, 2.79787, 1.55495], [-3.24336, 2.49756, -3.17022], [5.08214, -3.84738, 2.23617], [0.25262, 5.17752, 1.04482], [0.64424, 3.02995, -1.31545], [-2.98082, 0.10092, 1.18949], [0.31746, -0.84867, 2.54672], [2.39158, -0.15415, -3.79926], [3.00755, 0.74531, -2.27431], [-1.12364, -2.17104, 3.92206], [-1.69474, -3.07386, 4.04424], [-3.36286, -1.10805, -3.96721], [0.24943, 0.09202, 3.48535], [4.20451, 1.66985, 0.85669], [-0.21329, -1.70849, -2.35307], [-3.74663, -1.51075, -1.12026], [3.95589, -3.05468, -0.13290], [-2.63894, 0.47612, -4.13677], [4.56765, -2.05357, 3.34822], [3.36470, 2.33184, 1.00563], [4.80795, -3.71479, -0.31317], [-4.35099, 1.21870, -0.45624], [2.05613, -0.63793, -4.79825], [0.47081, 1.53371, -3.32808], [-2.30049, 3.95366, -3.37873], [-0.35848, 3.39329, -1.49837], [-0.94970, -1.25872, -3.04393], [4.16646, -2.01277, 0.96030], [-2.15157, -2.16802, -0.72584], [4.22308, -2.80090, 2.28730], [-2.71209, 2.45573, 0.86289], [5.64330, -0.87448, -0.55237], [-0.05202, 3.06103, -3.99004], [3.04315, -3.61112, 0.09538], [-2.08476, 0.10825, 1.85997], [5.53366, -1.29832, 0.72010], [-1.74663, 2.43591, 1.38709], [-1.13162, -1.19050, 4.88447], [-2.50749, 3.14299, -2.67308], [4.05609, 4.37760, 0.66277], [-1.00170, -4.59779, 2.96325], [-3.12187, -0.93370, 0.84144], [-0.46984, 0.82373, 5.37561], [-3.46146, 2.58076, 1.63733], [-0.16970, -5.06732, -0.22713], [-0.69483, -4.34264, 1.96600], [-1.69104, -1.33246, 5.80130], [-1.22208, 2.40206, -2.26755], [1.58661, 5.75397, 0.12129], [-3.09280, -0.22617, -3.41764], [-4.65393, 0.30108, -0.96198], [-1.03982, -6.33337, 1.25483], [-0.26740, 4.28542, -2.07856], [-0.36570, -1.98713, 2.73504], [1.95744, 4.00615, 1.12511], [-1.30089, -2.11736, -3.62983], [1.63630, 5.92805, 1.87193], [-2.97402, 3.59064, -1.76254], [3.26429, 3.68131, 0.90990], [3.02349, -3.33771, 2.52581], [6.59610, -2.09071, 0.96506], [-0.76400, 3.65535, -0.49502], [-3.84648, 0.27527, 1.82589], [-0.24064, -3.04385, 1.70552], [-1.43804, 0.79586, -1.11035], [0.32494, -3.79189, -0.50083], [-2.11226, -0.61327, -2.31242]], "mulliken_spin": [-0.0002, 0.0006, 0.0001, -0.0029, -0.0195, -0.0002, 6.1437, 0.0007, 0.0009, 0.0000, -0.0019, -0.0011, -0.0016, -0.0003, 0.0012, -0.0316, -0.0202, -0.0067, 0.0001, 0.0002, -0.0016, -0.0001, 0.0002, 0.0014, 0.0008, 0.0000, 0.0000, 0.0026, -0.0057, -0.0115, 0.0003, -0.0061, -0.0002, 0.0002, 0.0001, -0.0004, 0.0002, 0.0029, -0.0001, 0.0073, -0.0001, 0.0000, 0.0026, 0.0002, -0.0032, -0.0012, -0.0012, -0.0001, -0.0017, 0.0006, -0.0056, -0.0008, -0.0010, -0.0024, 0.0001, -0.0001, -0.0018, 0.0027, 0.0002, -0.0008, 0.0002, -0.0052, -0.0002, -0.0001, -0.0001, 0.0001, -0.0001, -0.0007, -0.0012, -0.0001, -0.0130, 0.0001, -0.0033, -0.0001, 0.0000, 0.0003, -0.0127, 0.0009, -0.0001, 0.0000, -0.0001, -0.0010, 0.0000, -0.0002, 0.0015, 0.0001, 0.0015, 0.0009, 0.0071, -0.0120], "s2": 12.045, "max_force_ha_per_bohr": 0.0263, "total_charge": -1, "e_lumo_ev": [1.938, 2.097], "orbital_gap_ev": [6.2, 6.3], "e_homo_ha": [-0.15555, -0.15407], "multiplicity": 7}

{"formula": "C3H7NO2S", "method": "ωB97M-V with the def2-TZVPD basis set", "elements": ["H", "H", "C", "C", "H", "O", "C", "O", "H", "H", "H", "S", "H", "N"], "xyz": [[1.10863, -0.64629, 0.27763], [-0.56370, 1.60683, -0.88796], [0.08381, 1.11483, -0.12745], [-0.96487, -1.14676, 0.60616], [-0.36630, 1.45451, 0.80221], [-1.67689, -0.24519, 1.29754], [0.15814, -0.43334, -0.17390], [-1.27794, -2.29180, 0.52136], [-0.30682, -1.87657, -1.50367], [-2.58416, -0.55459, 1.44716], [-0.67847, -0.54380, -2.01179], [1.72066, 1.82226, -0.17613], [1.97714, 1.41675, -1.42654], [0.16826, -0.96943, -1.59122]], "nbo_charge": [0.2238, 0.2941, -0.6149, 0.7790, 0.2980, -0.6984, -0.1685, -0.5077, 0.3985, 0.5259, 0.3503, 0.7357, 0.1613, -0.7771], "s2": 0.753, "max_force_ha_per_bohr": 0.0439, "total_charge": 1, "e_lumo_ev": [-4.101, -9.432], "orbital_gap_ev": [10.6, 5.2], "e_homo_ha": [-0.54149, -0.53873], "multiplicity": 2}

{"formula": "C8H10Ir", "method": "ωB97M-V with the def2-TZVPD basis set", "elements": ["C", "C", "H", "H", "C", "C", "C", "H", "H", "C", "H", "H", "H", "C", "H", "H", "Ir", "C", "H"], "xyz": [[1.41096, -0.63380, 1.88152], [0.71468, -0.59768, 0.56008], [1.93227, 0.30061, 2.07747], [-1.07894, -0.49017, -2.95044], [-1.28309, 2.38421, 0.56487], [-0.55367, -0.56050, -2.00920], [-0.43871, -1.38272, 0.29680], [2.05058, 0.89006, -0.32660], [-1.26402, 3.36197, 1.02937], [-1.07460, -1.33622, -0.95528], [-2.01929, -1.84363, -1.08957], [0.71177, -0.82763, 2.69233], [2.14893, -1.43853, 1.86775], [0.59133, 0.22777, -1.79635], [0.97251, 0.87029, -2.57623], [-2.32770, 1.91960, 0.29946], [-0.81287, 0.86286, -0.16512], [1.19827, 0.24959, -0.50188], [-0.87840, -1.95610, 1.10102]], "mulliken_charge": [-1.4937, 0.7032, 0.3837, 0.3902, -0.4206, -0.4143, -0.3340, 0.4915, 0.3794, -0.5145, 0.3922, 0.3790, 0.3418, -0.4666, 0.4020, 0.1309, 0.6402, -0.4099, 0.4197], "max_force_ha_per_bohr": 0.0170, "total_charge": 1, "e_lumo_ev": -4.299, "orbital_gap_ev": 9.5, "e_homo_ha": -0.50881}

Energy readings, ordered: -6480.94422, -344.46177, -5540.59555, -721.58369, -414.83639 Eh
Energy relative to the best compared isomer or geometry (same formula, charge and spin) readings, ordered: 155.9, 368.0, 0.0, 103.9, 3.9 kJ/mol